# 1
ORCA calculation (ωB97M-V/def2-TZVPD) on a molecular structure, C29H58O13 in a non-equilibrium geometry.

Positions of all 100 atoms, in Å:
O: 50.331 54.510 28.856
C: 49.558 55.392 29.199
O: 49.148 55.763 30.375
C: 49.696 55.083 31.515
C: 49.090 55.832 32.718
C: 49.088 56.391 28.103
H: 50.793 55.159 31.676
H: 49.312 54.081 31.484
H: 48.050 55.900 32.918
H: 49.390 56.946 32.594
H: 49.644 55.342 33.848
H: 48.270 56.848 28.492
H: 48.658 55.888 27.423
H: 49.831 57.064 27.933
O: 51.951 54.515 37.573
C: 52.376 54.003 36.506
O: 52.464 52.708 36.305
C: 52.049 51.858 37.244
C: 52.055 50.347 36.858
C: 52.745 54.885 35.302
H: 51.114 52.165 37.661
H: 52.738 51.880 38.146
H: 53.094 49.878 36.794
H: 51.589 50.235 35.807
H: 51.462 49.792 37.471
H: 53.088 55.885 35.470
H: 51.964 54.845 34.483
H: 53.509 54.274 35.051
O: 50.266 50.970 39.979
C: 49.817 49.947 40.497
O: 49.488 49.768 41.732
C: 49.742 50.752 42.744
C: 49.143 50.301 44.023
C: 49.589 48.603 39.752
H: 49.107 51.650 42.602
H: 50.894 50.892 42.720
H: 49.598 49.441 44.215
H: 48.226 50.333 43.857
H: 49.238 51.082 44.827
H: 48.625 48.289 39.905
H: 50.215 47.800 40.072
H: 49.762 48.767 38.670
O: 49.884 55.131 42.414
C: 50.653 55.280 41.493
O: 51.462 56.438 41.536
C: 51.378 57.340 42.541
C: 52.467 58.441 42.337
C: 50.806 54.384 40.352
H: 51.709 56.893 43.487
H: 50.440 57.582 42.783
H: 52.278 59.284 42.956
H: 52.343 58.905 41.432
H: 53.398 57.908 42.575
H: 50.515 55.091 39.607
H: 50.242 53.392 40.458
H: 51.818 54.174 40.032
O: 49.362 51.063 32.511
C: 50.475 51.251 31.996
O: 50.693 51.267 30.713
C: 49.620 51.065 29.694
C: 50.178 51.235 28.315
C: 51.699 51.565 32.766
H: 48.910 51.698 30.000
H: 49.144 50.144 29.796
H: 50.648 52.315 28.224
H: 49.296 51.320 27.661
H: 51.000 50.469 28.166
H: 52.232 52.356 32.469
H: 52.399 50.731 32.782
H: 51.568 51.612 33.785
C: 44.851 54.949 32.608
C: 45.234 53.684 31.894
O: 44.634 53.200 30.842
C: 46.433 52.907 32.433
H: 45.562 55.093 33.202
H: 44.064 54.339 33.255
H: 44.468 55.872 31.920
H: 46.281 52.823 33.460
H: 47.451 53.413 32.316
H: 46.308 51.819 32.044
C: 48.942 49.048 35.518
C: 47.482 48.738 35.515
O: 46.886 48.071 36.500
C: 46.741 49.199 34.306
H: 48.999 50.025 36.043
H: 49.460 49.276 34.694
H: 49.490 48.413 35.995
H: 46.716 48.627 33.117
H: 46.776 50.234 34.246
H: 45.582 49.224 34.399
C: 48.872 52.820 35.326
C: 48.137 53.645 36.427
O: 47.352 54.596 36.051
C: 48.598 53.355 37.819
H: 48.280 51.888 34.878
H: 49.723 52.311 35.783
H: 49.016 53.303 34.389
H: 48.260 53.945 38.365
H: 49.672 53.589 37.796
H: 48.387 52.309 38.127

## Properties
**Kohn-Sham gap**: 9.860 eV
**HOMO level**: -9.5 eV

# 2
ORCA calculation (ωB97M-V/def2-TZVPD) on a molecular structure, C29H59F5N3OSbSi6TeTi in a non-equilibrium geometry.

Positions of all 106 atoms, in Å:
Ti: 1.488 -1.172 0.691
C: 0.663 2.545 -0.455
Si: 1.357 2.183 1.262
C: 2.251 3.762 1.765
C: -0.151 2.060 2.377
C: 2.467 0.645 1.308
Si: 3.260 0.378 3.028
C: 4.502 -1.040 3.106
C: 4.250 1.868 3.637
C: 1.917 0.124 4.332
Si: 3.821 0.724 0.037
C: 5.561 1.181 0.565
C: 3.537 1.748 -1.510
C: 3.918 -1.005 -0.790
C: 5.074 -1.662 -1.178
C: 4.971 -2.860 -1.869
C: 3.716 -3.348 -2.199
C: 2.599 -2.647 -1.789
N: 2.699 -1.513 -1.084
H: -0.329 2.994 -0.341
H: 0.543 1.644 -1.058
H: 1.280 3.248 -1.016
H: 1.663 4.612 1.406
H: 3.250 3.840 1.328
H: 2.360 3.866 2.844
H: -0.909 2.757 2.010
H: 0.068 2.309 3.418
H: -0.587 1.067 2.359
H: 4.811 -1.410 2.130
H: 5.391 -0.703 3.644
H: 4.083 -1.897 3.635
H: 4.877 2.332 2.879
H: 4.907 1.515 4.436
H: 3.615 2.648 4.058
H: 0.922 0.016 3.907
H: 1.882 0.979 5.011
H: 2.123 -0.765 4.932
H: 5.592 2.213 0.920
H: 6.206 1.124 -0.315
H: 5.980 0.552 1.350
H: 3.501 2.821 -1.312
H: 2.628 1.473 -2.044
H: 4.391 1.556 -2.166
H: 6.042 -1.241 -0.939
H: 5.861 -3.408 -2.152
H: 3.594 -4.275 -2.741
H: 1.593 -2.976 -2.016
F: -0.753 -2.345 -1.796
Te: -1.227 -2.650 0.090
F: -1.636 -4.260 -0.851
F: -1.691 -3.949 1.522
F: 0.607 -3.343 0.080
F: 2.738 -2.376 1.489
O: 0.037 -0.620 -0.156
N: -1.201 -2.436 7.489
C: -0.986 -2.364 6.363
C: -0.707 -2.264 4.952
C: 0.223 -3.103 4.353
C: 0.496 -2.936 3.010
N: -0.069 -1.967 2.261
C: -1.056 -1.252 2.833
C: -1.401 -1.353 4.162
H: 0.715 -3.887 4.908
H: 1.170 -3.596 2.487
H: -1.620 -0.610 2.163
H: -2.193 -0.739 4.563
C: -3.073 4.244 -1.058
Si: -3.752 2.502 -1.165
C: -4.963 2.163 0.243
C: -4.786 2.432 -2.750
Sb: -2.486 0.191 -1.167
Si: -4.104 -1.887 -1.842
C: -4.610 -2.693 -0.207
C: -3.681 -3.163 -3.145
C: -5.683 -1.037 -2.426
Si: -1.408 0.534 -3.464
C: -1.160 2.376 -3.792
C: -2.574 -0.111 -4.787
C: 0.261 -0.302 -3.646
H: -3.950 4.889 -1.158
H: -2.372 4.484 -1.855
H: -2.584 4.463 -0.107
H: -5.518 3.056 0.545
H: -4.467 1.763 1.130
H: -5.684 1.418 -0.100
H: -5.715 3.001 -2.630
H: -5.058 1.409 -2.988
H: -4.257 2.849 -3.611
H: -4.077 -3.617 0.030
H: -5.671 -2.941 -0.290
H: -4.477 -2.017 0.641
H: -2.614 -3.366 -3.223
H: -4.069 -2.851 -4.114
H: -4.170 -4.093 -2.845
H: -6.047 -0.306 -1.702
H: -6.464 -1.796 -2.554
H: -5.556 -0.536 -3.386
H: -1.826 3.024 -3.228
H: -1.333 2.571 -4.855
H: -0.136 2.673 -3.557
H: -3.434 0.549 -4.915
H: -2.941 -1.109 -4.556
H: -2.044 -0.163 -5.743
H: 0.809 -0.298 -2.702
H: 0.848 0.230 -4.401
H: 0.143 -1.344 -3.945

## Properties
**Kohn-Sham gap**: 5.171 eV
**HOMO level**: -6.8 eV

no.,LUMO (Ha),molecular weight (Da),energy (eV)
1,0.0148,614.8,-57619.758
2,-0.0607,1026.5,-135356.055